*1*
8
Properties=species:S:1:pos:R:3:lowdin_charge:R:1 method="wB97M-V/def2-TZVPD" smiles=CSP(Cl)Cl lumo_ev=-1.134 gap_ha=0.309 charge=0 multiplicity=1
C 1.235 -0.439 -0.731 -0.407
S -0.193 -1.153 0.281 0.383
P -1.593 0.506 0.125 0.044
Cl -3.097 -0.128 1.205 0.152
Cl -0.727 2.253 1.752 -0.221
H 1.066 0.636 -0.579 0.005
H 1.208 -0.760 -1.763 0.024
H 2.099 -0.915 -0.289 0.019

***

*2*
8
Properties=species:S:1:pos:R:3:lowdin_charge:R:1 method="wB97M-V/def2-TZVPD" smiles=CSP(Cl)Cl lumo_ev=-0.083 gap_ha=0.338 charge=0 multiplicity=1
C 0.994 0.932 0.183 -0.534
S 0.538 -0.403 -0.917 0.395
P -0.926 -1.401 0.284 -0.100
Cl -2.360 -0.065 0.334 0.158
Cl -1.712 -2.712 -1.298 0.001
H 0.156 1.240 0.783 -0.015
H 1.452 1.732 -0.341 0.007
H 1.857 0.677 0.973 0.087

***

Which is most stable, and by how much? *2*, by 58.2 kJ/mol.

***

*1*
23
Properties=species:S:1:pos:R:3:lowdin_charge:R:1 method="wB97M-V/def2-TZVPD" lumo_ev="0.761 / 0.785" gap_ha="0.244 / 0.266" charge=0 multiplicity=1
C 0.000 0.358 0.179 -0.436
C 0.367 -0.929 -0.203 -0.259
C 0.035 0.821 1.607 -0.052
C -0.223 1.416 -0.862 -0.072
C 2.389 0.149 -0.184 -0.028
N -2.037 -0.472 0.115 -0.098
N -2.804 -0.393 -1.060 -0.093
N 0.475 -2.007 0.630 0.094
H -1.998 -1.466 0.335 0.031
H 0.304 -1.176 -1.257 0.133
H -2.365 -0.796 -1.892 0.058
H -3.032 0.575 -1.248 0.049
H 0.938 -2.824 0.268 0.100
H 0.632 -1.831 1.610 0.090
H 0.580 0.148 2.270 0.073
H -0.991 0.909 1.967 0.079
H 0.511 1.799 1.679 0.084
H -1.156 1.937 -0.640 0.081
H -0.291 0.996 -1.866 0.080
H 0.582 2.151 -0.849 0.079
H 2.871 -0.535 0.509 0.000
H 2.674 -0.011 -1.221 0.003
H 2.537 1.183 0.112 0.004

***

*2*
23
Properties=species:S:1:pos:R:3:lowdin_charge:R:1 method="wB97M-V/def2-TZVPD" lumo_ev=-2.831 gap_ha=0.159 charge=0 multiplicity=1
C 0.478 2.065 -0.552 -0.036
C -0.021 0.759 0.120 -0.412
C -1.462 0.368 -0.186 -0.155
C -1.606 0.156 -1.670 -0.359
N -0.797 -0.888 -2.155 0.050
N 0.895 -0.316 -0.184 0.029
C 0.903 -1.469 0.710 -0.381
N 0.211 -1.287 1.937 0.023
H 1.549 2.125 -0.364 0.075
H 0.011 2.960 -0.158 0.079
H 0.396 1.874 -1.624 0.069
H 0.022 0.943 1.192 0.121
H -1.726 -0.531 0.379 0.104
H -2.133 1.152 0.191 0.122
H -2.666 0.012 -1.930 0.128
H -1.429 1.099 -2.212 0.102
H 0.680 -0.643 -1.158 0.085
H -0.825 -1.680 -1.511 0.027
H 2.146 -0.119 2.720 0.009
H 1.957 -1.660 0.987 0.124
H 2.797 -0.340 3.035 0.039
H 0.081 -2.240 2.282 0.026
H 0.539 -2.339 0.153 0.130

***

*3*
23
Properties=species:S:1:pos:R:3:lowdin_charge:R:1 method="wB97M-V/def2-TZVPD" smiles="[H]/N=C(/C)N.CN(C)C" lumo_ev=0.752 gap_ha=0.335 charge=0 multiplicity=1
H 0.583 -2.026 -0.425 0.011
N 1.579 -1.926 -0.613 0.086
C 2.059 -0.840 -0.157 -0.605
C 3.535 -0.586 -0.306 -0.056
N 1.363 0.092 0.562 0.082
H 3.701 0.313 -0.900 0.071
H 3.998 -0.440 0.669 0.072
H 4.003 -1.430 -0.801 0.068
H 0.234 0.088 0.641 0.087
H 1.829 0.963 0.754 0.073
C -1.862 1.453 1.017 -0.113
N -1.331 0.327 0.268 -0.366
C -1.100 0.703 -1.249 -0.031
C -2.190 -0.837 0.379 -0.111
H -1.171 2.289 0.943 0.082
H -2.842 1.780 0.644 0.085
H -1.958 1.183 2.072 0.088
H -2.088 0.951 -1.653 0.078
H -0.681 -0.166 -1.750 0.071
H -0.429 1.554 -1.330 0.075
H -1.755 -1.666 -0.171 0.074
H -2.284 -1.129 1.430 0.091
H -3.194 -0.649 -0.024 0.086

***

Which is most stable, and by how much? *3*, by 462.0 kJ/mol.

***

*1*
23
Properties=species:S:1:pos:R:3:lowdin_charge:R:1 method="wB97M-V/def2-TZVPD" smiles=CNC[C@H](N)CCN lumo_ev=0.891 gap_ha=0.359 charge=0 multiplicity=1
C 2.287 1.432 -2.198 -0.197
N 1.087 0.952 -1.641 -0.175
C 1.276 0.088 -0.497 -0.172
C 0.028 0.559 0.565 -0.366
N 0.537 0.380 1.927 -0.006
C -1.351 -0.017 0.242 -0.233
C -1.762 -1.459 0.438 -0.297
N -2.391 -1.780 1.796 -0.029
H 2.582 2.311 -1.534 0.101
H 3.149 0.814 -2.064 0.060
H 2.143 1.792 -3.212 0.079
H 0.641 0.358 -2.531 0.180
H 2.111 0.238 0.070 0.061
H 1.343 -1.001 -0.717 0.120
H -0.185 1.762 0.560 0.165
H -0.230 0.045 2.560 0.068
H 1.171 -0.419 1.977 0.061
H -1.419 0.199 -0.905 0.125
H -2.251 0.471 0.899 0.150
H -0.892 -2.135 0.180 0.106
H -2.678 -1.823 -0.208 0.133
H -3.343 -1.486 1.791 0.037
H -1.856 -1.283 2.502 0.031

***

*2*
23
Properties=species:S:1:pos:R:3:lowdin_charge:R:1 method="wB97M-V/def2-TZVPD" lumo_ev=0.869 gap_ha=0.357 charge=0 multiplicity=1
C 1.116 -0.871 0.184 -0.540
C 2.439 -0.788 -0.551 -0.058
C 1.170 -0.448 1.640 -0.064
N 0.337 -1.985 -0.040 0.036
H 0.346 0.114 -0.368 0.114
H -0.734 -1.617 -0.239 0.068
H 0.584 -2.436 -0.918 0.079
H 2.311 -0.970 -1.619 0.078
H 3.126 -1.546 -0.164 0.083
H 2.909 0.185 -0.410 0.078
H 1.561 0.565 1.748 0.078
H 0.179 -0.494 2.089 0.073
H 1.824 -1.129 2.189 0.082
C -1.393 1.490 0.270 -0.297
N -2.541 2.266 -0.201 -0.006
C -0.958 0.545 -0.834 -0.326
N -1.639 -0.606 -0.926 -0.002
H -3.305 1.633 -0.413 0.064
H -2.861 2.906 0.517 0.063
H -1.626 -0.972 -1.876 0.058
H -1.592 0.899 1.174 0.104
H -0.578 2.184 0.499 0.109
H -0.673 1.075 -1.750 0.125

***

Which is most stable, and by how much? *2*, by 93.4 kJ/mol.

***

*1*
23
Properties=species:S:1:pos:R:3:lowdin_charge:R:1 method="wB97M-V/def2-TZVPD" smiles=CNC[C@H](N)CCN lumo_ev=0.964 gap_ha=0.357 charge=0 multiplicity=1
C -2.707 0.815 1.013 -0.126
N -1.806 0.055 0.104 -0.118
C -0.686 -0.483 0.927 -0.212
C 0.499 -1.165 0.080 -0.395
N 1.530 -1.670 0.997 0.006
C 0.926 -0.548 -1.260 -0.194
C 1.848 0.690 -1.195 -0.279
N 1.048 1.910 -1.074 -0.027
H -2.697 0.268 2.000 0.093
H -2.421 1.856 1.118 0.061
H -3.687 0.816 0.529 0.066
H -1.383 0.582 -0.647 0.059
H -0.174 0.209 1.590 0.101
H -1.072 -1.325 1.486 0.100
H 0.050 -2.105 -0.378 0.138
H 1.343 -2.701 1.138 0.092
H 1.720 -1.229 1.932 0.089
H 0.164 -0.167 -1.940 0.098
H 1.549 -1.351 -1.739 0.116
H 2.662 0.732 -1.950 0.116
H 2.394 0.524 -0.237 0.100
H 0.671 2.198 -1.984 0.066
H 0.227 2.088 -0.507 0.050

***

*2*
23
Properties=species:S:1:pos:R:3:lowdin_charge:R:1 method="wB97M-V/def2-TZVPD" smiles=CN[C@@H](C)CNCN lumo_ev=1.015 gap_ha=0.343 charge=0 multiplicity=1
C -1.012 -2.311 0.695 -0.107
N -1.074 -0.999 1.371 -0.110
C -0.894 0.119 0.455 -0.359
C -1.845 1.332 0.786 -0.052
C 0.592 0.664 0.818 -0.159
N 1.731 0.298 -0.071 -0.071
C 1.732 0.915 -1.399 -0.314
N 1.128 0.070 -2.466 -0.001
H -1.617 -3.051 1.215 0.075
H 0.035 -2.585 0.752 0.067
H -1.314 -2.284 -0.346 0.067
H -1.925 -0.860 1.901 0.091
H -0.971 -0.038 -0.623 0.105
H -1.222 2.216 0.680 0.052
H -2.752 1.546 0.212 0.070
H -2.176 1.203 1.819 0.072
H 0.841 0.171 1.749 0.104
H 0.519 1.745 0.858 0.084
H 1.849 -0.697 -0.209 0.095
H 2.792 1.084 -1.703 0.103
H 1.316 1.930 -1.333 0.106
H 0.355 -0.465 -2.098 0.026
H 0.637 0.707 -3.092 0.058

***

Which is most stable, and by how much? *2*, by 27.4 kJ/mol.

***

*1*
23
Properties=species:S:1:pos:R:3:lowdin_charge:R:1 method="wB97M-V/def2-TZVPD" smiles=NCCCCNCN lumo_ev=0.992 gap_ha=0.344 charge=0 multiplicity=1
N -1.738 -1.576 -1.659 -0.001
C -0.846 -0.475 -2.084 -0.287
C 0.557 -0.727 -1.596 -0.216
C 1.332 0.570 -1.147 -0.207
C 0.678 1.302 -0.013 -0.244
N 1.018 0.777 1.376 -0.054
C -0.187 0.798 2.218 -0.326
N -0.440 -0.496 2.825 0.019
H -2.289 -1.963 -2.409 0.054
H -2.327 -1.202 -0.926 0.057
H -0.823 -0.488 -3.186 0.113
H -1.064 0.545 -1.764 0.091
H 1.220 -1.225 -2.323 0.105
H 0.611 -1.408 -0.734 0.101
H 2.329 0.231 -0.843 0.105
H 1.579 1.164 -2.038 0.109
H 0.985 2.336 0.001 0.097
H -0.408 1.423 -0.114 0.083
H 1.495 -0.106 1.270 0.082
H 0.030 1.669 2.871 0.112
H -1.098 1.130 1.740 0.092
H -1.231 -1.025 2.517 0.056
H -0.091 -0.676 3.745 0.058

***

*2*
23
Properties=species:S:1:pos:R:3:lowdin_charge:R:1 method="wB97M-V/def2-TZVPD" lumo_ev="-0.198 / -0.858" gap_ha="0.272 / 0.241" charge=0 multiplicity=1
C -0.700 -1.361 -0.043 -0.236
C -1.845 -0.411 -0.203 -0.104
C -0.679 -2.250 1.165 -0.109
N 1.176 -0.459 -1.477 0.045
H -0.488 -1.920 -0.943 0.074
H 0.460 -0.381 -2.195 0.003
H 1.568 -1.396 -1.517 0.002
H -1.452 -3.021 1.048 0.090
H -1.690 0.267 -1.040 0.072
H -2.760 -0.988 -0.399 0.090
H -2.018 0.182 0.695 0.081
H 0.277 -2.766 1.270 0.083
H -0.893 -1.704 2.085 0.081
C 0.891 0.669 1.382 -0.145
N 1.353 1.428 0.293 -0.178
C 0.768 3.047 -1.157 -0.097
N 0.573 2.502 -0.018 -0.071
H 1.552 0.749 -0.553 0.038
H 1.712 0.154 1.888 0.082
H 0.252 -0.177 0.933 0.016
H 0.279 1.247 2.073 0.085
H 0.150 3.896 -1.416 0.041
H 1.514 2.694 -1.871 0.057

***

*3*
23
Properties=species:S:1:pos:R:3:lowdin_charge:R:1 method="wB97M-V/def2-TZVPD" lumo_ev="0.512 / 0.512" gap_ha="0.229 / 0.229" charge=0 multiplicity=1
C 1.508 0.896 -1.127 -0.064
C 0.375 0.511 1.328 -0.102
C 2.966 0.773 -0.762 -0.129
N 0.229 -0.084 0.018 -0.232
N 0.633 -1.433 -0.080 0.047
H 1.543 -1.511 -0.525 0.068
H -0.068 -1.930 -0.619 0.076
H 1.109 1.902 -1.006 0.084
H 1.266 0.511 -2.118 0.088
H 1.215 0.087 1.877 0.084
H 0.547 1.588 1.381 0.086
H -0.510 0.368 1.946 0.075
H 3.338 -0.243 -0.912 0.066
H 3.145 1.049 0.280 0.072
H 3.599 1.438 -1.363 0.085
C -2.914 -1.290 0.808 -0.155
C -2.349 -0.216 -0.069 -0.424
N -3.077 0.713 -0.491 -0.017
H -2.594 1.419 -1.051 -0.005
H -0.799 0.168 -0.609 0.145
H -3.954 -1.082 1.074 0.054
H -2.878 -2.253 0.296 0.053
H -2.330 -1.383 1.724 0.045

***

Which is most stable, and by how much? *1*, by 425.1 kJ/mol.

***

*1*
8
Properties=species:S:1:pos:R:3:lowdin_charge:R:1 method="wB97M-V/def2-TZVPD" smiles=Cl[C@@H]1CN1Cl lumo_ev=0.583 gap_ha=0.388 charge=0 multiplicity=1
Cl 2.096 1.161 -1.295 0.589
C 0.762 0.951 -0.123 -0.729
C -0.401 -0.096 -0.334 -0.141
N -0.516 1.313 -0.575 -0.503
Cl -1.477 2.127 0.651 0.598
H 0.932 0.984 0.893 0.061
H -0.422 -0.612 -1.196 0.070
H -0.698 -0.368 0.591 0.054

***

*2*
8
Properties=species:S:1:pos:R:3:lowdin_charge:R:1 method="wB97M-V/def2-TZVPD" lumo_ev="-0.123 / -0.088" gap_ha="0.323 / 0.309" charge=0 multiplicity=1
C 0.253 -0.329 0.183 -0.423
C 1.676 -0.191 -0.398 -1.194
N 0.178 1.084 0.184 0.023
Cl 1.875 0.064 -2.049 0.675
Cl 3.044 -0.131 0.561 0.672
H -0.180 -1.023 -0.663 0.117
H 0.086 -0.663 1.274 0.130
H 0.063 1.435 -0.732 0.000

***

*3*
8
Properties=species:S:1:pos:R:3:lowdin_charge:R:1 method="wB97M-V/def2-TZVPD" lumo_ev=0.595 gap_ha=0.397 charge=0 multiplicity=1
C 0.049 0.392 -0.599 -0.559
C 0.019 -0.718 0.410 -0.963
N 0.328 1.569 -0.249 0.056
Cl -1.676 -0.158 0.673 0.652
Cl -0.045 -2.223 -0.539 0.576
H 0.818 -0.664 1.217 0.118
H -0.249 0.246 -1.590 0.076
H 0.755 1.556 0.677 0.042

***

Which is most stable, and by how much? *3*, by 75.0 kJ/mol.

***

*1*
16
Properties=species:S:1:pos:R:3:lowdin_charge:R:1 method="wB97M-V/def2-TZVPD" smiles=S[C@H]1C[C@]12CSCO2 lumo_ev=0.793 gap_ha=0.357 charge=0 multiplicity=1
S 2.744 0.607 -0.342 0.768
C 1.535 -0.662 -0.142 -0.577
C 0.706 -0.826 1.160 -0.059
C 0.061 -0.260 -0.044 -0.595
C -1.066 -0.902 -0.799 -0.380
S -2.511 0.080 -0.251 0.868
C -1.463 1.495 0.321 -0.454
O -0.170 1.144 -0.054 -0.182
H 2.207 1.308 -1.355 -0.127
H 1.741 -1.610 -0.701 0.112
H 0.979 0.047 1.857 0.141
H 0.555 -1.821 1.563 0.110
H -1.266 -1.957 -0.515 0.097
H -0.788 -0.831 -1.839 0.085
H -1.736 2.436 -0.249 0.104
H -1.528 1.751 1.389 0.090

***

*2*
16
Properties=species:S:1:pos:R:3:lowdin_charge:R:1 method="wB97M-V/def2-TZVPD" lumo_ev=0.113 gap_ha=0.319 charge=0 multiplicity=1
C 0.058 -2.776 -1.138 -0.114
C -1.356 -0.046 1.939 0.058
C 0.672 -1.731 -0.176 -0.704
C -1.932 -0.251 0.910 -0.350
C -4.009 0.645 -0.311 -0.266
O -3.470 -1.853 -0.630 -0.504
S 1.000 -0.187 -0.452 0.682
S -2.750 -0.575 -0.634 0.809
H 0.698 -3.619 -1.114 0.064
H 0.030 -2.311 -2.089 0.058
H -0.940 0.400 2.809 0.042
H -0.847 -3.007 -0.669 0.044
H 0.944 -2.162 0.702 0.005
H -4.498 0.720 -1.283 0.051
H -3.823 1.554 0.155 0.030
H -4.702 0.272 0.511 0.096

***

Which is most stable, and by how much? *1*, by 294.4 kJ/mol.

***

*1*
16
Properties=species:S:1:pos:R:3:lowdin_charge:R:1 method="wB97M-V/def2-TZVPD" lumo_ev=1.049 gap_ha=0.405 charge=0 multiplicity=1
C 1.697 0.022 0.531 -0.123
C 1.094 -0.945 -0.457 -0.210
C -0.215 -0.320 -0.645 -0.350
C -1.357 1.198 -0.031 -0.131
C -1.369 -0.199 0.437 -0.144
H 2.925 0.143 0.885 0.139
H 1.587 0.992 0.018 0.064
H 1.146 0.127 1.549 0.096
H 1.703 -1.006 -1.355 0.120
H 1.096 -1.995 -0.328 0.106
H -0.662 -1.084 -1.364 0.173
H -2.207 1.463 -0.611 0.131
H -1.168 1.938 0.613 0.093
H -1.546 -0.439 1.588 0.190
O -0.186 1.052 -0.797 -0.062
F -2.538 -0.949 -0.034 -0.093

***

*2*
16
Properties=species:S:1:pos:R:3:lowdin_charge:R:1 method="wB97M-V/def2-TZVPD" lumo_ev=0.881 gap_ha=0.350 charge=0 multiplicity=1
C -2.807 -0.359 -0.185 0.026
C -1.686 -0.130 0.491 -0.341
C 1.120 -0.986 -0.691 -0.011
C 1.659 1.367 0.237 -0.005
C 0.795 0.115 0.306 -0.363
O -0.853 0.783 -0.015 -0.078
F 0.659 -0.356 1.624 0.001
H -3.519 -1.073 0.171 0.047
H -2.821 -0.066 -1.161 0.026
H -1.616 -0.394 1.594 0.133
H 0.223 -1.736 -0.685 0.123
H 2.047 -1.521 -0.383 0.100
H 1.275 -0.644 -1.712 0.085
H 2.670 1.173 0.152 0.054
H 1.300 1.701 -0.760 0.105
H 1.554 2.127 1.017 0.098

***

Which is most stable, and by how much? *2*, by 129.4 kJ/mol.